No. 1
Molecular formula: C4H6O2
Method: DFT, ωB97M-V/def2-TZVPD

```
12
Properties=species:S:1:pos:R:3:mulliken_charge:R:1
O 1.75 0.37 1.41 -0.47
C 1.21 0.67 0.38 0.00
C -0.36 0.88 0.18 -0.59
C -1.06 -0.29 -0.61 -0.50
C -0.01 -1.24 -0.17 0.14
O 1.03 -1.41 -0.77 -0.49
H 1.78 0.89 -0.54 0.34
H -0.42 1.79 -0.41 0.36
H -0.83 1.00 1.15 0.32
H -1.09 -0.15 -1.69 0.30
H -2.07 -0.55 -0.24 0.26
H -0.12 -1.51 0.91 0.34
```

The gap between HOMO and LUMO is 10.5 eV. The value obtained for the HOMO energy is -9.71 eV. As for the net charge: 0. Its spin multiplicity is 1. Its SMILES is O=CCCC=O.

***

No. 2
Molecular formula: C4H6O2
Method: DFT, ωB97M-V/def2-TZVPD

```
12
Properties=species:S:1:pos:R:3:mulliken_charge:R:1
O 2.36 -1.63 0.30 -0.46
C 1.97 -0.62 -0.20 0.18
O 1.21 0.43 0.34 -0.36
C -0.11 0.09 0.67 0.00
C -1.04 -0.44 -0.39 -0.51
C -1.25 0.93 0.20 -0.52
H 2.03 -0.17 -1.18 0.39
H -0.17 -0.34 1.66 0.35
H -0.70 -0.49 -1.42 0.24
H -1.71 -1.25 -0.10 0.22
H -1.04 1.78 -0.45 0.24
H -2.08 1.08 0.88 0.23
```

The gap between HOMO and LUMO is 11.4 eV. The value obtained for the HOMO energy is -10.36 eV. As for the net charge: 0. Its spin multiplicity is 1. Its SMILES is O=COC1CC1.

***

No. 3
Molecular formula: C4H6O2
Method: DFT, ωB97M-V/def2-TZVPD

```
12
Properties=species:S:1:pos:R:3:mulliken_charge:R:1
C -1.51 0.05 0.42 -1.09
C -0.36 0.36 -0.45 0.50
C 0.91 0.73 0.02 -0.90
C 1.41 -0.99 -0.23 0.68
O 2.55 -1.19 0.05 -0.49
O 0.40 -1.60 -0.66 -0.57
H -2.11 0.97 0.48 0.35
H -1.19 -0.21 1.44 0.32
H -2.13 -0.74 0.01 0.29
H -0.55 0.41 -1.52 0.31
H 1.56 1.30 -0.64 0.31
H 1.02 0.93 1.08 0.28
```

The gap between HOMO and LUMO is 9.1 eV. The value obtained for the HOMO energy is -9.44 eV. As for the net charge: 0. Its spin multiplicity is 1.

***

No. 4
Molecular formula: C4H6O2
Method: DFT, ωB97M-V/def2-TZVPD

```
12
Properties=species:S:1:pos:R:3:mulliken_charge:R:1
C -1.49 -0.40 -0.55 -1.03
C -0.47 -0.53 0.53 0.55
O -0.25 -1.52 1.18 -0.56
C 0.49 0.58 0.77 0.05
C 1.53 0.43 -0.25 -0.52
O 0.85 1.66 -0.07 -0.42
H -1.13 0.16 -1.42 0.34
H -1.85 -1.39 -0.85 0.32
H -2.31 0.17 -0.10 0.30
H 0.86 0.68 1.78 0.40
H 1.31 -0.02 -1.22 0.28
H 2.45 0.17 0.23 0.29
```

The gap between HOMO and LUMO is 10.9 eV. The value obtained for the HOMO energy is -9.94 eV. As for the net charge: 0. Its spin multiplicity is 1. Its SMILES is CC(=O)[C@H]1CO1.

***

No. 5
Molecular formula: C4H6O2
Method: DFT, ωB97M-V/def2-TZVPD

```
12
Properties=species:S:1:pos:R:3:mulliken_charge:R:1
C 1.14 0.37 -0.95 -1.09
C 0.87 0.52 0.52 0.61
O 1.57 1.15 1.28 -0.55
C -0.38 -0.13 1.09 -0.22
C -2.07 -0.47 -0.43 -0.33
O -1.05 -1.01 0.17 -0.21
H 0.27 0.70 -1.53 0.30
H 1.30 -0.69 -1.19 0.33
H 2.03 0.95 -1.23 0.32
H -0.12 -0.73 1.96 0.33
H -1.08 0.66 1.36 0.34
H -2.47 -1.32 -1.03 0.17
```

The gap between HOMO and LUMO is 9.5 eV. The value obtained for the HOMO energy is -9.13 eV. As for the net charge: 0. Its spin multiplicity is 1.

***

No. 6
Molecular formula: C4H6O2
Method: DFT, ωB97M-V/def2-TZVPD

```
12
Properties=species:S:1:pos:R:3:lowdin_spin:R:1
C 0.73 1.12 -0.91 0.69
C 0.66 1.38 0.41 0.67
C 0.40 0.02 -0.02 0.02
C -0.82 -0.76 0.20 0.03
O 1.61 -1.41 0.08 0.49
O -2.01 0.03 0.14 0.01
H 0.64 1.48 -1.96 0.05
H 0.77 2.14 1.14 0.04
H -0.77 -1.36 1.23 0.00
H -0.79 -1.53 -0.72 0.00
H 1.55 -1.71 1.08 0.00
H -1.97 0.61 -0.67 0.01
```

The gap between HOMO and LUMO (spin up / spin down) is 6.6 / 7.3 eV. The value obtained for the HOMO energy (spin up / spin down) is -5.81 / -10.50 eV. As for the net charge: 0. Its spin multiplicity is 3.

***

The evaluated F_max for the records listed, in turn: 1.11; 2.05; 0.56; 1.29; 0.57; 8.16 eV/A.
The evaluated relative energy (zero: lowest compared OMol25 entry of this formula, charge and spin) for the records listed, in turn: 196.5; 202.4; 216.7; 224.0; 347.7; 427.2 kJ/mol.